<a>
Density functional theory data (the ωB97M-V functional and the def2-TZVPD basis) for an isolated molecule of C3H7NS.

```
12
Properties=species:S:1:pos:R:3:nbo_charge:R:1
C -1.58223 -0.55145 -0.18981 -0.620
C -0.53954 0.51804 0.19572 -0.212
N 0.80011 -0.05766 0.21802 -0.554
C 1.93963 0.43528 -0.17634 -0.053
S 3.38603 -0.29267 0.00575 -0.192
H -1.66530 -1.38078 0.55924 0.209
H -1.16593 -1.04292 -1.03084 0.213
H -2.59198 -0.22008 -0.35484 0.227
H -0.74177 0.77722 1.20999 0.194
H -0.52950 1.40454 -0.42240 0.208
H 0.88620 -1.02668 0.56780 0.399
H 1.80428 1.43717 -0.58230 0.180
```

Its charge is 0. The molecular weight is 89.16 g mol⁻¹. Its SMILES is CCNC=S. The calculation puts the HOMO energy at -8.3 eV. As for the orbital gap: 0.334 Eh. The spin multiplicity is 1.

---

<b>
Density functional theory data (the ωB97M-V functional and the def2-TZVPD basis) for an isolated molecule of C3H7NS.

```
12
Properties=species:S:1:pos:R:3:nbo_charge:R:1
C -1.65940 -1.33784 1.03786 -0.678
C -0.31040 -0.58053 1.01626 0.141
N -0.34182 0.59039 0.57540 -0.537
S 1.33762 1.31100 0.27252 0.281
C 1.44805 1.31093 -1.55506 -0.752
H -2.20780 -0.46281 0.76740 0.248
H -1.44963 -2.22926 0.38027 0.236
H -1.86295 -1.56876 2.08757 0.223
H 0.63988 -1.04332 1.36283 0.166
H 2.38470 1.77537 -1.98833 0.242
H 0.61505 1.86878 -1.97688 0.221
H 1.40669 0.36605 -1.97985 0.207
```

Its charge is 0. The molecular weight is 89.16 g mol⁻¹. Its SMILES is C/C=N/SC. The calculation puts the HOMO energy at -8.6 eV. As for the orbital gap: 0.354 Eh. The spin multiplicity is 1.

---

<c>
Density functional theory data (the ωB97M-V functional and the def2-TZVPD basis) for an isolated molecule of C3H7NS.

```
12
Properties=species:S:1:pos:R:3:nbo_charge:R:1
C 0.26397 1.34744 -1.60590 -0.654
C 0.55744 0.01239 -1.31643 -0.500
C -0.07729 -0.48351 0.01947 0.162
N -0.38194 -1.74600 0.23554 -0.798
S -0.21662 0.45432 1.41955 -0.210
H -0.70324 1.39338 -2.17953 0.210
H -0.07585 1.81754 -0.54658 0.267
H 1.07111 2.25494 -2.01651 0.231
H 0.46410 -0.90127 -1.98474 0.220
H 1.63550 0.12253 -0.92773 0.251
H 0.20845 -2.65473 -0.30075 0.373
H -0.92523 -2.33752 1.01138 0.449
```

Its charge is 0. The molecular weight is 89.16 g mol⁻¹. Its SMILES is CCC(N)=S. The calculation puts the HOMO energy at -8.0 eV. As for the orbital gap: 0.309 Eh. The spin multiplicity is 1.

---

<d>
Density functional theory data (the ωB97M-V functional and the def2-TZVPD basis) for an isolated molecule of C3H7NS.

```
12
Properties=species:S:1:pos:R:3:nbo_charge:R:1
C 2.10665 -0.77570 -0.39339 -0.612
C 1.40697 0.19616 0.60252 -0.486
C 0.40280 1.08569 -0.05604 0.126
N -0.80127 0.94206 -0.36611 -0.529
S -1.59120 -0.51431 0.13134 0.096
H 2.73258 -0.19716 -1.04195 0.213
H 1.37040 -1.43592 -0.86858 0.227
H 2.62570 -1.58483 0.10522 0.221
H 2.03871 0.72153 1.35346 0.231
H 0.64238 -0.35424 1.19772 0.216
H 0.74411 2.06770 -0.47010 0.174
H -2.58434 -0.61935 -0.73296 0.123
```

Its charge is 0. The molecular weight is 89.16 g mol⁻¹. Its SMILES is CC/C=N\S. The calculation puts the HOMO energy at -8.9 eV. As for the orbital gap: 0.357 Eh. The spin multiplicity is 1.

---

Which one sits at the bottom of the stability order? <c> does.

---

<a>
Density functional theory data (the ωB97M-V functional and the def2-TZVPD basis) for a cluster of 2 separate species, C2H9N2O in total.

```
14
Properties=species:S:1:pos:R:3:mulliken_spin:R:1
C -1.98989 -0.41225 0.55830 0.805
C -0.64214 0.09025 0.73786 -0.024
N -0.04072 1.47033 -0.00476 0.175
N -2.28812 -1.03036 -0.74933 -0.014
H -2.85209 0.16806 0.88557 0.025
H 0.10196 -0.52752 0.23923 -0.005
H -0.12471 1.35122 -1.02531 -0.015
H -0.61198 2.25544 0.35780 -0.016
H -0.20163 0.31238 1.70640 0.023
H -3.11287 -1.67109 -0.63786 0.005
H -2.44192 -0.21845 -1.38909 0.041
H 4.84379 0.31892 -0.31567 0.000
H 4.10463 -0.79778 0.45118 0.000
O 4.04861 -0.29237 -0.34632 0.000
```

The expectation value of S² is 0.7565. Its charge is 0. The molecular weight is 77.11 g mol⁻¹. The calculation puts the HOMO energy (alpha / beta) at -8.2 / -9.4 eV. As for the orbital gap (alpha / beta): 0.341 / 0.341 Eh. The spin multiplicity is 2.

---

<b>
Density functional theory data (the ωB97M-V functional and the def2-TZVPD basis) for a cluster of 2 separate species, C2H9N2O in total.

```
14
Properties=species:S:1:pos:R:3:mulliken_spin:R:1
C 0.03683 -1.92378 0.54372 0.825
C -0.54705 -0.62433 0.27973 -0.009
N -0.59979 -0.04330 -1.18715 0.136
N 1.48452 -1.98761 0.48485 -0.012
H -0.41456 -2.82765 0.13225 0.024
H 0.06894 0.18835 0.66684 -0.006
H 0.34765 0.00709 -1.54019 -0.014
H -1.16951 -0.68489 -1.72619 -0.016
H -1.56214 -0.36922 0.57077 0.026
H 1.79937 -2.78732 1.00938 0.005
H 1.72489 -2.03814 -0.49787 0.042
H -0.48563 4.84905 -0.18216 0.000
H -0.59077 4.10615 1.13672 0.000
O -0.09273 4.13561 0.30930 0.000
```

The expectation value of S² is 0.7544. Its charge is 0. The molecular weight is 77.11 g mol⁻¹. The calculation puts the HOMO energy (alpha / beta) at -8.1 / -9.3 eV. As for the orbital gap (alpha / beta): 0.338 / 0.349 Eh. The spin multiplicity is 2.

---

Which one sits at the bottom of the stability order? <a> does.

---

<a>
Density functional theory data (the ωB97M-V functional and the def2-TZVPD basis) for a cluster of 2 separate species, C4H13N3O2 in total.

```
22
Properties=species:S:1:pos:R:3:nbo_charge:R:1
C 2.07684 1.77888 -0.96626 -0.710
C 1.02554 1.04900 -0.17132 0.690
O 1.31918 0.37634 0.79891 -0.637
N -0.27005 1.35275 -0.47320 -0.298
C -1.39863 0.48042 -0.22506 -0.431
N -0.55013 2.52601 -1.18708 -0.646
H 2.06831 1.45620 -2.00334 0.228
H 1.90935 2.85243 -0.96835 0.244
H 3.05881 1.64525 -0.52047 0.232
H -1.85098 0.14105 -1.16133 0.181
H -1.05389 -0.39104 0.32288 0.255
H -2.16631 1.02731 0.32955 0.191
H -1.17917 2.31682 -1.96314 0.347
H -1.01542 3.20296 -0.58269 0.351
C -0.34653 -3.08515 0.22915 -0.248
O 0.17343 -2.78529 1.49090 -0.446
N -0.41338 -1.58688 2.16370 -0.551
H 0.07425 -2.41287 -0.52923 0.157
H 0.06228 -4.06400 -0.02735 0.192
H -1.44264 -3.07133 0.23655 0.172
H 0.34674 -0.90236 2.07774 0.381
H -0.42760 -1.90649 3.12945 0.344
```

Its charge is 0. The molecular weight is 135.17 g mol⁻¹. Its SMILES is CC(=O)N(C)N.CON. The calculation puts the HOMO energy at -9.3 eV. As for the orbital gap: 0.370 Eh. The spin multiplicity is 1.

---

<b>
Density functional theory data (the ωB97M-V functional and the def2-TZVPD basis) for a cluster of 3 separate species, C4H13N3O2 in total.

```
22
Properties=species:S:1:pos:R:3:nbo_charge:R:1
C 0.72085 1.15511 -0.35763 -0.424
C -1.26601 1.20018 1.15430 -0.202
C -1.12295 0.48874 2.32615 -0.689
N 0.36602 1.09333 -1.77059 -0.899
H 0.99177 0.46493 -2.26036 0.360
H 0.43435 1.99662 -2.22661 0.355
H 0.49682 2.14583 0.02104 0.172
H 1.78550 1.01629 -0.14927 0.159
H -1.78557 0.79097 0.30009 0.206
H -1.09671 2.26689 1.14438 0.191
H -0.87194 1.01508 3.24042 0.221
H 0.08642 -0.35109 1.95735 0.482
H -1.67965 -0.43596 2.45030 0.234
C 0.64994 -1.01655 0.19878 0.842
N -0.80231 -1.56937 -1.56979 -0.555
N 1.66736 -1.41529 -0.63643 -0.880
O -0.62685 -1.42188 -0.13655 -0.428
O 0.86553 -1.01707 1.46934 -0.701
H -1.00457 -0.61888 -1.89465 0.383
H -1.65153 -2.12413 -1.61820 0.355
H 1.36493 -1.88486 -1.47800 0.415
H 2.47862 -1.77891 -0.16406 0.402
```

Its charge is 0. The molecular weight is 135.17 g mol⁻¹. The calculation puts the HOMO energy (alpha / beta) at -6.7 / -6.7 eV. As for the orbital gap (alpha / beta): 0.279 / 0.279 Eh. The spin multiplicity is 1.

---

Which one sits at the bottom of the stability order? <b> does.

---

<a>
Density functional theory data (the ωB97M-V functional and the def2-TZVPD basis) for a cluster of 3 separate species, CH8O2S2 in total.

```
13
Properties=species:S:1:pos:R:3:nbo_charge:R:1
C -1.27220 -1.52035 1.07259 -0.760
S -0.31103 -1.45224 -0.46229 0.074
S 1.60366 -2.03902 0.28799 -0.109
H -1.93829 -0.64327 1.00820 0.214
H -0.66611 -1.45405 1.96727 0.230
H -2.01152 -2.29872 1.22222 0.228
H 1.35307 -1.03753 1.19115 0.136
O -1.01639 1.56514 -1.20617 -0.947
H -1.45020 2.26112 -0.69012 0.466
H -1.08114 0.78892 -0.63948 0.468
O 2.56862 2.09351 -0.96942 -0.937
H 2.62024 1.76098 -1.87773 0.462
H 1.60127 1.97551 -0.90423 0.473
```

Its charge is 0. The molecular weight is 116.21 g mol⁻¹. Its SMILES is CSS.O.O. The calculation puts the HOMO energy at -9.0 eV. As for the orbital gap: 0.335 Eh. The spin multiplicity is 1.

---

<b>
Density functional theory data (the ωB97M-V functional and the def2-TZVPD basis) for a cluster of 3 separate species, CH8O2S2 in total.

```
13
Properties=species:S:1:pos:R:3:nbo_charge:R:1
C 0.94464 0.36786 -1.61221 -0.749
S 1.58013 -0.33603 -0.07436 0.074
S 1.75270 1.39401 1.15034 -0.150
H -0.09884 0.62250 -1.44850 0.228
H 1.53609 1.20759 -1.96653 0.228
H 1.02334 -0.40454 -2.37862 0.227
H 0.53307 1.86872 0.92522 0.144
O -1.49439 0.83395 2.09696 -0.965
H -2.39122 1.16282 2.19036 0.481
H -0.99794 0.72870 2.91644 0.485
O -1.09402 -2.36952 -0.36703 -0.934
H -1.11465 -2.73521 -1.28125 0.461
H -0.17891 -2.34086 -0.15082 0.469
```

Its charge is 0. The molecular weight is 116.21 g mol⁻¹. Its SMILES is CSS.O.O. The calculation puts the HOMO energy at -8.6 eV. As for the orbital gap: 0.329 Eh. The spin multiplicity is 1.

---

Which one sits at the bottom of the stability order? <a> does.

---

<a>
Density functional theory data (the ωB97M-V functional and the def2-TZVPD basis) for an isolated molecule of C4H10ClN.

```
16
Properties=species:S:1:pos:R:3:nbo_charge:R:1
C -1.94328 -1.38384 -0.04506 -0.414
N -1.43248 -0.07832 0.28322 -0.607
C -0.03692 -0.20469 0.24251 -0.241
C 0.58845 1.05268 -0.31015 -0.169
C 2.18112 1.04013 -0.06167 -0.629
Cl 0.17411 1.20773 -2.05112 -0.081
H -2.95470 -1.52205 0.19253 0.199
H -1.83954 -1.60517 -1.10482 0.198
H -1.44676 -2.17630 0.52073 0.157
H -1.69219 0.16272 1.16964 0.351
H 0.43381 -0.34146 1.24796 0.174
H 0.12665 -1.05874 -0.33596 0.202
H 0.09872 1.90486 0.13187 0.211
H 2.44334 0.69194 0.94915 0.209
H 2.64041 2.03819 -0.16727 0.223
H 2.65925 0.27234 -0.66156 0.219
```

Its charge is 0. The molecular weight is 107.58 g mol⁻¹. Its SMILES is CNC[C@@H](C)Cl. The calculation puts the HOMO energy at -9.2 eV. As for the orbital gap: 0.375 Eh. The spin multiplicity is 1.

---

<b>
Density functional theory data (the ωB97M-V functional and the def2-TZVPD basis) for an isolated molecule of C4H10ClN.

```
16
Properties=species:S:1:pos:R:3:nbo_charge:R:1
C 0.76806 1.40390 -0.63643 -0.634
C 0.80374 0.02859 0.04489 0.070
C 2.02326 -0.77134 -0.38935 -0.610
N 0.75608 0.03747 1.47917 -0.824
C -0.42103 -0.79979 -0.43270 -0.343
Cl -2.01068 -0.01644 -0.00264 -0.111
H 0.72607 1.23672 -1.71763 0.212
H 1.63219 1.98528 -0.29048 0.207
H -0.08556 2.05473 -0.36388 0.226
H 2.06897 -0.86143 -1.47907 0.211
H 2.95200 -0.29239 -0.04274 0.213
H 1.96269 -1.80014 0.00659 0.223
H -0.03979 0.58783 1.80961 0.366
H 1.57504 0.61109 1.69082 0.346
H -0.46000 -1.81067 0.08316 0.232
H -0.48664 -0.86192 -1.52408 0.213
```

Its charge is 0. The molecular weight is 107.58 g mol⁻¹. Its SMILES is CC(C)(N)CCl. The calculation puts the HOMO energy at -9.8 eV. As for the orbital gap: 0.392 Eh. The spin multiplicity is 1.

---

Which one sits at the bottom of the stability order? <a> does.

---

<a>
Density functional theory data (the ωB97M-V functional and the def2-TZVPD basis) for a cluster of 8 separate species, C6H27NO7 in total.

```
41
Properties=species:S:1:pos:R:3:nbo_charge:R:1
C -2.49772 -1.73073 -1.24401 -0.456
C -2.39066 -1.55189 0.07543 -0.127
C -1.42293 -0.53407 0.68174 -0.471
C 0.02513 -0.63647 0.17452 -0.410
C 0.87239 -1.67280 1.06186 -0.217
N 1.08060 -2.94526 0.36507 -0.647
C 2.52398 -3.22156 -0.14019 -0.430
H -3.32491 -2.32620 -1.72560 0.189
H -1.86892 -1.46399 -2.03288 0.186
H -2.94021 -2.00473 0.79865 0.207
H -1.79867 0.49197 0.65986 0.250
H -1.38310 -0.70645 1.83105 0.195
H 0.11316 -0.83543 -0.87547 0.195
H 0.61338 0.32601 0.31286 0.206
H 0.37560 -1.79849 1.93971 0.186
H 1.71759 -0.92577 1.19999 0.185
H 0.44717 -2.98364 -0.36746 0.357
H 2.93480 -2.89189 -1.06782 0.183
H 3.26456 -2.87133 0.59432 0.195
H 2.57900 -4.34127 -0.11241 0.197
O 0.63976 2.45337 1.56185 -0.985
H 1.30226 2.09669 1.10599 0.514
H 0.43165 2.70767 2.35606 0.501
O 2.72222 1.59189 0.58596 -0.975
H 2.71332 2.05143 -0.26226 0.516
H 3.36904 0.91365 0.56842 0.495
O 2.57027 1.75030 -2.21505 -1.014
H 1.71424 2.19844 -2.38677 0.509
H 2.97263 1.46583 -3.00239 0.475
O -2.60174 2.10062 1.40459 -0.939
H -1.64693 2.26059 1.20051 0.476
H -2.97914 2.27863 0.51071 0.473
O -0.96852 3.43231 -0.36814 -1.012
H -0.28533 3.19159 0.36071 0.514
H -1.15127 4.35609 -0.45735 0.490
O 0.15411 2.81169 -2.59439 -0.980
H -0.38662 2.12499 -2.98399 0.472
H -0.40692 3.09496 -1.85225 0.500
O -1.73833 -4.26093 1.15962 -0.957
H -0.72344 -4.48638 0.97402 0.488
H -2.10045 -4.25503 0.22662 0.468
```

Its charge is 0. The molecular weight is 225.28 g mol⁻¹. Its SMILES is C=CCCCNC.O.O.O.O.O.O.O. The calculation puts the HOMO energy at -8.7 eV. As for the orbital gap: 0.332 Eh. The spin multiplicity is 1.

---

<b>
Density functional theory data (the ωB97M-V functional and the def2-TZVPD basis) for a cluster of 7 separate species, C6H27NO7 in total.

```
41
Properties=species:S:1:pos:R:3:nbo_charge:R:1
C -3.51291 1.32919 -3.18201 -0.257
O -3.26286 2.34635 -2.19278 -0.553
C -1.86724 2.40255 -1.81821 -0.065
C -1.69435 3.43097 -0.66670 -0.061
C -1.87516 4.89607 -1.16579 -0.630
N -0.38110 3.29806 0.00894 -0.866
H -3.15415 0.38873 -2.76378 0.179
H -3.19318 1.59997 -4.18826 0.172
H -4.60090 1.35883 -3.24119 0.195
H -1.52871 1.40266 -1.54671 0.175
H -1.31101 2.65782 -2.72017 0.157
H -2.42393 3.13917 0.08872 0.204
H -1.99615 5.44471 -0.23175 0.204
H -2.74066 5.10406 -1.79486 0.221
H -1.02321 5.34566 -1.67586 0.203
H 0.43007 3.54827 -0.53831 0.355
H -0.25140 3.80873 0.87062 0.368
C 0.28837 -5.76097 -1.71872 -0.626
C 1.56150 -4.91339 -1.43814 -0.061
O 2.23870 -4.72228 -2.65309 -0.721
H -0.36286 -5.17005 -2.36276 0.214
H -0.19971 -6.01770 -0.77853 0.213
H 0.51931 -6.70944 -2.20364 0.209
H 2.22910 -5.30528 -0.67078 0.153
H 1.25010 -3.89809 -1.19257 0.159
H 3.06817 -4.31123 -2.39891 0.459
O 3.63723 1.93681 3.66972 -0.942
H 4.47243 2.37755 3.82597 0.467
H 3.81436 1.33677 2.94528 0.474
O 1.20804 -0.46820 6.15330 -0.936
H 1.82224 -0.18313 5.47674 0.473
H 1.71792 -1.06024 6.70625 0.463
O 4.15447 -0.76764 0.97546 -0.946
H 4.74263 -0.36487 0.33665 0.472
H 4.62962 -1.53804 1.28681 0.474
O -2.76814 -2.36271 1.86688 -0.945
H -2.69321 -2.56863 2.79866 0.466
H -2.21678 -1.58952 1.74688 0.479
O 0.17999 -0.10831 1.54029 -0.957
H -0.03348 0.81933 1.43960 0.481
H 1.12680 -0.15255 1.40677 0.473
```

Its charge is 0. The molecular weight is 225.28 g mol⁻¹. Its SMILES is COC[C@H](C)N.CCO.O.O.O.O.O. The calculation puts the HOMO energy at -9.4 eV. As for the orbital gap: 0.346 Eh. The spin multiplicity is 1.

---

Which one sits at the bottom of the stability order? <a> does.